# 1
Formula: C18H25N3O
Source: the Open Molecules 2025 dataset
Level of theory: ωB97M-V/def2-TZVPD

Output
HOMO-LUMO gap = 8.14 eV
LUMO = 0.5 eV
multiplicity = 1
energy = -25574.554 eV
ΔE to the lowest compared entry with this formula, charge and spin = 388.7 kcal/mol
structure (SMILES) = Cc1ccc(C(C)C)c(OCc2nnc3n2CCCCC3)c1

CARTESIAN COORDINATES (ANGSTROEM)
1 C 0.849 -2.319 2.249
2 C 0.570 -2.069 0.843
3 C -0.098 -3.085 0.142
4 C -0.273 -2.862 -1.376
5 C 0.054 -1.669 -2.125
6 C 0.960 -0.785 -1.349
7 C 1.240 -0.951 -0.039
8 H 1.517 -0.367 0.703
9 O 1.345 0.194 -1.932
10 C 1.445 1.544 -1.204
11 C 0.213 1.647 -0.516
12 N -1.047 1.551 -1.253
13 N -2.124 2.183 -0.507
14 C -1.395 2.355 0.810
15 N -0.208 2.235 0.659
16 C 0.952 2.537 1.685
17 H 1.858 2.540 1.314
18 C 0.639 1.644 2.894
19 C -0.682 2.010 3.963
20 C -1.853 1.867 3.136
21 H -2.190 0.811 2.746
22 H -2.571 1.989 3.838
23 C -2.102 2.769 2.014
24 H -3.046 2.851 1.657
25 H -2.056 3.659 2.333
26 H -0.647 1.463 4.799
27 H -0.528 3.221 4.008
28 H 1.456 1.501 3.715
29 H 0.515 0.595 2.512
30 H 0.776 3.642 2.065
31 H 1.706 2.148 -1.878
32 H 2.139 1.443 -0.478
33 C 0.102 -1.525 -3.456
34 C 1.288 -1.934 -4.343
35 H 1.458 -3.050 -4.168
36 H 2.281 -1.608 -3.698
37 H 1.076 -1.839 -5.283
38 C -0.914 -2.106 -4.083
39 H -1.058 -3.283 -4.120
40 H -1.189 -1.942 -5.113
41 H -1.923 -1.750 -3.493
42 H 0.275 -0.515 -3.691
43 H -0.717 -3.685 -2.073
44 H -0.443 -3.929 0.297
45 H 0.891 -3.556 2.398
46 H -0.170 -1.905 2.820
47 H 1.630 -1.664 2.579



# 2
Formula: C10H10BrClNiO4
Source: the Open Molecules 2025 dataset
Level of theory: ωB97M-V/def2-TZVPD

Output
HOMO-LUMO gap (alpha / beta) = 4.66 / 4.14 eV
LUMO (alpha / beta) = 5.2 / 4.6 eV
expectation value of S² = 2.01
net charge = -2
multiplicity = 3
energy = -142321.365 eV

CARTESIAN COORDINATES (ANGSTROEM)
1 C 2.707 -1.665 -0.216
2 C 2.455 -2.439 0.986
3 C 1.024 -2.399 1.206
4 H 3.161 -3.032 1.550
5 C 0.445 -1.490 0.235
6 C 1.464 -1.109 -0.671
7 H 1.268 -0.557 -1.595
8 H 3.670 -1.618 -0.725
9 H 0.472 -3.006 1.908
10 H -0.599 -1.187 0.165
11 Ni 1.960 -0.568 1.736
12 Br 2.200 1.458 2.328
13 C -1.561 1.869 -0.846
14 C -1.081 1.163 -1.989
15 C 0.182 1.739 -2.343
16 H -1.567 0.326 -2.481
17 C 0.480 2.806 -1.431
18 C -0.600 2.873 -0.506
19 H -0.669 3.533 0.350
20 H -2.521 1.740 -0.368
21 H 0.761 1.485 -3.227
22 H 1.389 3.411 -1.427
23 O -4.170 -1.364 0.958
24 Cl -3.030 -0.674 1.508
25 O -3.426 0.553 2.167
26 O -2.272 -1.552 2.385
27 O -2.143 -0.294 0.345



# 3
Formula: C3H11N3O
Source: the Open Molecules 2025 dataset
Level of theory: ωB97M-V/def2-TZVPD

Output
HOMO-LUMO gap = 9.60 eV
LUMO = 0.7 eV
multiplicity = 1
energy = -9806.340 eV
ΔE to the lowest compared entry with this formula, charge and spin = 38.3 kcal/mol
structure (SMILES) = [H]/N=C(\N)NCC.O

CARTESIAN COORDINATES (ANGSTROEM)
1 C 1.939 0.473 1.546
2 C 1.009 0.096 0.382
3 N 0.136 -1.016 0.880
4 C -0.897 -1.436 0.036
5 N -0.454 -1.650 -1.354
6 N -2.148 -1.550 0.369
7 H 1.340 0.904 2.319
8 H 2.450 -0.386 2.042
9 H 2.700 1.210 1.169
10 H 1.605 -0.336 -0.353
11 H 0.286 0.943 -0.035
12 H -0.330 -0.843 1.759
13 H 0.431 -2.148 -1.460
14 H -1.036 -2.030 -2.061
15 H -2.519 -1.493 -0.531
16 H -0.766 2.870 -1.740
17 H -2.258 2.931 -1.405
18 O -1.492 3.462 -1.564



# 4
Formula: C4H11O
Source: the Open Molecules 2025 dataset
Level of theory: ωB97M-V/def2-TZVPD

Output
HOMO-LUMO gap = 14.00 eV
LUMO = -3.0 eV
net charge = +1
multiplicity = 1
energy = -6364.023 eV
ΔE to the lowest compared entry with this formula, charge and spin = 32.4 kcal/mol

CARTESIAN COORDINATES (ANGSTROEM)
1 C -0.072 0.373 -1.536
2 C 0.567 0.955 1.181
3 C -1.010 -1.055 0.966
4 C 0.728 -0.566 -0.679
5 O 0.378 -0.530 0.704
6 H -1.139 0.256 -1.487
7 H 0.094 0.407 -2.591
8 H 0.223 1.339 -1.217
9 H -0.198 1.629 0.748
10 H 0.410 0.919 2.326
11 H 1.627 1.123 0.850
12 H -1.332 -1.413 -0.056
13 H -0.920 -1.896 1.670
14 H -1.813 -0.293 1.342
15 H 0.712 -1.502 -1.113
16 H 1.956 -0.227 -0.592



# 5
Formula: C12H18N3O
Source: the Open Molecules 2025 dataset
Level of theory: ωB97M-V/def2-TZVPD

Output
HOMO-LUMO gap = 9.88 eV
LUMO = -2.3 eV
net charge = +1
multiplicity = 1
energy = -19241.192 eV
ΔE to the lowest compared entry with this formula, charge and spin = 41.2 kcal/mol

CARTESIAN COORDINATES (ANGSTROEM)
1 O 58.843 21.597 45.211
2 H 59.666 22.101 45.238
3 H 58.205 21.720 45.916
4 H 58.500 21.719 44.362
5 N 56.033 21.917 46.965
6 C 56.307 20.605 47.000
7 C 57.436 20.443 47.672
8 C 57.953 21.828 48.036
9 C 56.992 22.607 47.582
10 H 55.178 22.328 46.542
11 H 55.570 19.974 46.808
12 H 58.176 19.407 47.913
13 H 58.773 22.182 48.633
14 H 57.104 23.760 47.454
15 N 57.541 20.977 42.655
16 C 56.505 21.721 43.402
17 C 56.979 23.016 43.427
18 C 58.228 23.017 42.555
19 C 58.519 21.746 42.100
20 H 57.202 19.937 42.332
21 H 55.464 21.404 43.873
22 H 56.405 23.941 43.726
23 H 58.834 23.849 42.111
24 H 59.206 21.228 41.257
25 N 61.948 22.384 45.734
26 C 61.639 23.224 44.628
27 C 60.659 24.047 45.120
28 C 60.619 23.816 46.610
29 C 61.505 22.868 46.948
30 H 62.504 21.381 45.728
31 H 61.953 23.055 43.560
32 H 60.168 24.501 44.483
33 H 60.037 24.383 47.399
34 H 61.897 22.502 47.801



Number 5 is which compound?
C12H18N3O